one | {"formula": "C2H3NO2", "method": "ωB97M-V/def2-TZVPD", "spin_multiplicity": 1, "gap_ev": 10.81, "smiles": "N=C=O.C=O", "symbols": ["N", "C", "O", "H", "C", "O", "H", "H"], "coordinates": [[2.40, -0.06, -0.58], [1.40, -0.66, -0.56], [0.39, -1.25, -0.47], [3.36, -0.40, -0.60], [-1.87, 0.54, 0.49], [-0.69, 0.41, 0.65], [-2.64, -0.05, 0.88], [-2.35, 1.47, 0.19]], "nbo_charge": [-0.77, 0.87, -0.52, 0.43, 0.29, -0.48, 0.10, 0.09]}


two | {"formula": "C2H3NO2", "method": "ωB97M-V/def2-TZVPD", "spin_multiplicity": 1, "gap_ev": 8.57, "symbols": ["C", "C", "N", "O", "O", "H", "H", "H"], "coordinates": [[1.69, -0.04, -0.21], [-0.71, 0.22, -0.85], [0.53, 0.09, -0.58], [-1.48, 0.30, -1.91], [-1.81, -0.55, -0.81], [2.26, 0.58, 0.59], [-0.55, 0.03, 1.79], [0.07, -0.62, 1.97]], "nbo_charge": [0.05, 0.59, -0.40, -0.21, -0.21, 0.19, 0.00, 0.00]}


three | {"formula": "C2H3NO2", "method": "ωB97M-V/def2-TZVPD", "spin_multiplicity": 1, "gap_ev": [8.64, 9.95], "symbols": ["C", "C", "N", "O", "O", "H", "H", "H"], "coordinates": [[-1.89, 0.40, 0.07], [-1.17, -0.42, 0.94], [-2.37, 1.13, -0.64], [0.32, 2.11, 0.22], [0.59, 0.83, -0.13], [-0.77, -0.19, 1.99], [-0.78, -1.38, 0.70], [-0.33, 2.55, -0.34]], "nbo_charge": [0.20, -0.32, -0.31, -0.37, -0.14, 0.24, 0.22, 0.48]}


The data favor one; the next most stable structure lies 461.3 kJ/mol above it.


one | {"formula": "C2H3NO2", "method": "ωB97M-V/def2-TZVPD", "spin_multiplicity": 1, "gap_ev": [9.18, 7.66], "symbols": ["C", "C", "N", "O", "O", "H", "H", "H"], "coordinates": [[0.64, 0.13, -0.10], [0.07, -1.14, 0.05], [-0.46, 1.00, -0.11], [1.78, 0.55, -0.08], [-1.67, 0.65, -0.13], [-0.95, -1.36, 0.36], [0.84, -1.75, 0.36], [-0.23, 1.92, -0.36]], "nbo_charge": [0.49, -0.26, -0.14, -0.55, -0.31, 0.23, 0.18, 0.36]}


two | {"formula": "C2H3NO2", "method": "ωB97M-V/def2-TZVPD", "spin_multiplicity": 1, "gap_ev": 10.34, "symbols": ["C", "C", "N", "O", "O", "H", "H", "H"], "coordinates": [[0.11, -0.32, 0.04], [-0.41, -2.52, -1.15], [0.43, -1.41, -0.81], [-0.79, 0.62, -0.48], [-0.44, -1.49, -1.96], [1.08, 0.05, 0.43], [-0.16, -0.70, 0.98], [-0.39, 1.16, -1.18]], "nbo_charge": [0.05, 0.44, -0.30, -0.69, -0.34, 0.17, 0.18, 0.48]}


The data favor one; the next most stable structure lies 113.6 kJ/mol above it.


one | {"formula": "C2H3NO2", "method": "ωB97M-V/def2-TZVPD", "spin_multiplicity": 1, "gap_ev": 10.59, "smiles": "O=C/N=C/O", "symbols": ["O", "C", "N", "C", "O", "H", "H", "H"], "coordinates": [[2.35, 0.31, 0.64], [1.41, -0.12, 0.02], [0.12, 0.26, 0.31], [-0.96, -0.14, -0.27], [-1.99, 0.44, 0.30], [1.51, -0.83, -0.83], [-1.13, -0.82, -1.10], [-1.30, 0.91, 0.94]], "nbo_charge": [-0.52, 0.53, -0.64, 0.48, -0.63, 0.09, 0.19, 0.51]}


two | {"formula": "C2H3NO2", "method": "ωB97M-V/def2-TZVPD", "spin_multiplicity": 1, "gap_ev": 10.99, "symbols": ["C", "C", "N", "O", "O", "H", "H", "H"], "coordinates": [[-0.55, -1.12, 2.61], [-0.39, -0.01, -0.81], [0.82, 0.56, -0.56], [0.49, -0.73, 2.38], [0.58, -0.14, -1.80], [0.84, 1.55, -0.74], [-0.65, -0.76, -0.10], [-1.15, 0.66, -0.98]], "nbo_charge": [0.49, 0.05, -0.33, -0.49, -0.36, 0.33, 0.16, 0.15]}


three | {"formula": "C2H3NO2", "method": "ωB97M-V/def2-TZVPD", "spin_multiplicity": 1, "gap_ev": 11.01, "smiles": "O=CNC=O", "symbols": ["O", "C", "N", "C", "O", "H", "H", "H"], "coordinates": [[-1.63, 0.98, -0.06], [-0.77, 0.53, -0.80], [0.34, -0.16, -0.35], [0.60, -0.41, 1.01], [1.59, -0.93, 1.45], [-0.85, 0.56, -1.89], [1.02, -0.40, -1.03], [-0.29, -0.16, 1.67]], "nbo_charge": [-0.56, 0.53, -0.66, 0.54, -0.54, 0.13, 0.41, 0.15]}


The data favor three; the next most stable structure lies 125.0 kJ/mol above it.


one | {"formula": "C21H23N3O3", "method": "ωB97M-V/def2-TZVPD", "spin_multiplicity": 1, "gap_ev": 8.06, "smiles": "COC(=O)[C@@H](Cc1ccccc1)NC(=O)NCCc1c[nH]c2ccccc12", "symbols": ["C", "O", "C", "O", "C", "C", "C", "C", "C", "C", "C", "C", "N", "C", "O", "N", "C", "C", "C", "C", "N", "C", "C", "C", "C", "C", "C", "H", "H", "H", "H", "H", "H", "H", "H", "H", "H", "H", "H", "H", "H", "H", "H", "H", "H", "H", "H", "H", "H", "H"], "coordinates": [[-1.29, 4.97, -2.19], [-0.72, 3.86, -1.50], [0.15, 3.12, -2.19], [0.52, 3.37, -3.30], [0.64, 1.92, -1.37], [2.18, 1.92, -1.36], [2.72, 0.63, -0.83], [3.23, 0.54, 0.46], [3.74, -0.65, 0.94], [3.75, -1.78, 0.13], [3.25, -1.70, -1.15], [2.73, -0.51, -1.63], [0.10, 1.89, -0.03], [-1.13, 1.28, 0.16], [-1.63, 0.56, -0.67], [-1.71, 1.59, 1.36], [-2.77, 0.75, 1.89], [-2.21, -0.35, 2.80], [-1.28, -1.22, 2.02], [0.06, -1.05, 1.85], [0.55, -1.99, 0.98], [-0.48, -2.76, 0.54], [-0.49, -3.83, -0.35], [-1.70, -4.44, -0.60], [-2.87, -4.01, 0.02], [-2.87, -2.96, 0.91], [-1.66, -2.32, 1.18], [-1.81, 5.56, -1.44], [-1.98, 4.62, -2.96], [-0.50, 5.56, -2.67], [0.27, 1.02, -1.87], [2.51, 2.07, -2.39], [2.53, 2.76, -0.75], [3.23, 1.41, 1.10], [4.14, -0.71, 1.95], [4.16, -2.71, 0.50], [3.25, -2.58, -1.79], [2.34, -0.45, -2.63], [0.31, 2.69, 0.54], [-1.12, 2.03, 2.05], [-3.27, 0.31, 1.03], [-3.47, 1.39, 2.44], [-3.04, -0.94, 3.19], [-1.68, 0.10, 3.64], [0.72, -0.34, 2.30], [1.50, -2.03, 0.66], [0.42, -4.16, -0.83], [-1.74, -5.27, -1.29], [-3.80, -4.52, -0.20], [-3.78, -2.63, 1.38]], "nbo_charge": [-0.26, -0.51, 0.79, -0.60, -0.15, -0.42, -0.02, -0.20, -0.21, -0.25, -0.23, -0.15, -0.64, 0.81, -0.65, -0.64, -0.21, -0.42, -0.10, -0.02, -0.55, 0.21, -0.26, -0.22, -0.24, -0.19, -0.11, 0.20, 0.20, 0.20, 0.27, 0.25, 0.21, 0.21, 0.22, 0.22, 0.22, 0.21, 0.38, 0.37, 0.24, 0.19, 0.22, 0.20, 0.21, 0.42, 0.21, 0.21, 0.21, 0.20]}


two | {"formula": "C21H23N3O3", "method": "ωB97M-V/def2-TZVPD", "spin_multiplicity": 1, "gap_ev": 8.27, "smiles": "CCCCN(Cc1cc2cc(OC)ccc2[nH]c1=O)C(=O)c1ccccn1", "symbols": ["C", "C", "C", "C", "N", "C", "C", "C", "C", "C", "C", "O", "C", "C", "C", "C", "N", "C", "O", "C", "O", "C", "C", "C", "C", "C", "N", "H", "H", "H", "H", "H", "H", "H", "H", "H", "H", "H", "H", "H", "H", "H", "H", "H", "H", "H", "H", "H", "H", "H"], "coordinates": [[-3.19, 3.48, -0.93], [-3.60, 2.33, -0.03], [-2.42, 1.41, 0.28], [-2.85, 0.27, 1.21], [-1.80, -0.71, 1.44], [-0.66, -0.25, 2.20], [0.37, 0.48, 1.38], [0.72, 0.11, 0.13], [1.72, 0.81, -0.61], [2.09, 0.43, -1.91], [3.07, 1.14, -2.58], [3.51, 0.87, -3.84], [2.95, -0.23, -4.52], [3.67, 2.25, -1.96], [3.31, 2.63, -0.70], [2.33, 1.92, 0.00], [1.95, 2.27, 1.26], [0.99, 1.63, 2.02], [0.72, 2.05, 3.14], [-1.96, -1.95, 0.93], [-2.94, -2.27, 0.28], [-0.92, -3.00, 1.23], [-1.38, -4.30, 1.45], [-0.46, -5.30, 1.67], [0.89, -4.98, 1.65], [1.25, -3.66, 1.41], [0.37, -2.70, 1.21], [-2.78, 3.11, -1.87], [-2.42, 4.08, -0.45], [-4.04, 4.13, -1.15], [-4.39, 1.75, -0.53], [-4.02, 2.72, 0.90], [-2.03, 0.99, -0.64], [-1.63, 1.99, 0.76], [-3.68, -0.27, 0.76], [-3.16, 0.68, 2.17], [-1.01, 0.44, 2.98], [-0.18, -1.10, 2.69], [0.25, -0.75, -0.33], [1.61, -0.42, -2.35], [3.44, -0.26, -5.49], [3.13, -1.17, -3.99], [1.87, -0.09, -4.67], [4.43, 2.79, -2.51], [3.78, 3.48, -0.23], [2.39, 3.07, 1.70], [-2.44, -4.49, 1.43], [-0.78, -6.32, 1.84], [1.65, -5.74, 1.81], [2.28, -3.36, 1.37]], "nbo_charge": [-0.60, -0.39, -0.40, -0.22, -0.41, -0.25, -0.11, -0.13, -0.02, -0.29, 0.29, -0.49, -0.25, -0.22, -0.22, 0.14, -0.55, 0.62, -0.64, 0.64, -0.63, 0.11, -0.20, -0.17, -0.25, 0.04, -0.44, 0.20, 0.20, 0.21, 0.20, 0.19, 0.20, 0.20, 0.24, 0.19, 0.24, 0.24, 0.23, 0.22, 0.20, 0.18, 0.18, 0.23, 0.21, 0.41, 0.24, 0.22, 0.22, 0.20]}


The data favor one; the next most stable structure lies 84.9 kJ/mol above it.


one | {"formula": "C2H10NO", "method": "ωB97M-V/def2-TZVPD", "spin_multiplicity": 1, "gap_ev": 11.26, "total_charge": 1, "symbols": ["C", "N", "H", "H", "H", "H", "H", "H", "C", "O", "H", "H", "H", "H"], "coordinates": [[-0.18, 0.03, 1.83], [-0.95, 0.90, 0.95], [-0.65, 1.87, 1.06], [-0.76, 0.74, -0.05], [-1.97, 0.81, 1.05], [-0.51, 0.13, 2.87], [0.87, 0.14, 1.63], [-0.36, -1.02, 1.58], [0.21, -0.75, -1.95], [0.97, -0.18, -0.84], [1.87, -0.51, -0.84], [-0.42, 0.05, -2.31], [-0.35, -1.59, -1.56], [0.90, -1.10, -2.71]], "nbo_charge": [-0.43, -0.66, 0.44, 0.46, 0.44, 0.24, 0.25, 0.24, -0.26, -0.80, 0.50, 0.18, 0.18, 0.21]}


two | {"formula": "C2H10NO", "method": "ωB97M-V/def2-TZVPD", "spin_multiplicity": 1, "gap_ev": 11.43, "total_charge": 1, "symbols": ["C", "N", "H", "H", "H", "H", "H", "H", "C", "O", "H", "H", "H", "H"], "coordinates": [[-1.47, -1.51, 0.87], [-0.12, -1.32, 0.30], [0.60, -1.75, 0.88], [-0.02, -1.74, -0.61], [0.14, -0.33, 0.17], [-2.21, -1.16, 0.15], [-1.62, -0.93, 1.77], [-1.64, -2.56, 1.06], [0.80, 2.19, -0.72], [1.17, 0.80, -0.98], [2.13, 0.77, -0.94], [1.48, 2.61, 0.01], [0.94, 2.72, -1.66], [-0.20, 2.22, -0.30]], "nbo_charge": [-0.43, -0.67, 0.44, 0.44, 0.47, 0.24, 0.24, 0.24, -0.26, -0.78, 0.49, 0.19, 0.20, 0.18]}


three | {"formula": "C2H10NO", "method": "ωB97M-V/def2-TZVPD", "spin_multiplicity": 1, "gap_ev": 13.40, "total_charge": 1, "symbols": ["O", "H", "H", "H", "C", "C", "N", "H", "H", "H", "H", "H", "H", "H"], "coordinates": [[-0.84, -0.75, -1.99], [-1.77, -0.94, -2.03], [-0.02, 0.32, -1.02], [-0.26, -1.29, -2.54], [-0.67, 0.10, 1.45], [0.81, -0.02, 0.92], [0.82, 0.64, -0.42], [-0.74, -0.55, 2.35], [-1.33, -0.16, 0.62], [-0.85, 1.15, 1.63], [1.13, -1.05, 0.76], [1.43, 0.55, 1.61], [1.62, 0.36, -0.99], [0.67, 1.65, -0.37]], "nbo_charge": [-0.98, 0.52, 0.47, 0.51, -0.61, -0.22, -0.71, 0.26, 0.21, 0.22, 0.23, 0.23, 0.44, 0.44]}


four | {"formula": "C2H10NO", "method": "ωB97M-V/def2-TZVPD", "spin_multiplicity": 1, "gap_ev": 4.77, "total_charge": 1, "symbols": ["C", "N", "C", "H", "H", "H", "H", "H", "H", "H", "H", "H", "H", "O"], "coordinates": [[2.28, -0.07, 0.98], [1.88, -0.58, -0.28], [-3.47, -0.05, -0.25], [3.33, -0.06, 1.26], [2.07, 1.03, 1.01], [1.56, -0.49, 1.72], [-3.80, -1.07, -0.06], [0.05, 1.47, -0.70], [-2.41, -0.22, -0.58], [-3.33, 0.58, 0.63], [-3.99, 0.47, -1.04], [2.12, -1.54, -0.54], [0.91, -0.19, -0.45], [-0.32, 0.60, -0.45]], "nbo_charge": [-0.49, -0.25, -0.81, 0.29, 0.25, 0.33, 0.24, 0.47, 0.22, 0.22, 0.23, 0.43, 0.38, -0.51]}


The data favor three; the next most stable structure lies 44.2 kJ/mol above it.